Record 1
This record from the Open Molecules 2025 dataset describes a molecular structure, C26H45ClFeN3OS2SbSi3. The level of theory is wB97M-V/def2-TZVPD.

Atoms and positions in Å:
Fe  14.8137  7.7283  10.8858
O  12.0629  4.9176  11.9772
C  12.6277  5.9989  11.9499
N  12.6570  6.8044  10.8408
C  12.5168  6.0692  9.5769
C  13.4873  6.6058  8.5502
C  13.2820  6.1637  7.2479
C  14.1161  6.7160  6.2823
C  15.0852  7.6678  6.6364
C  15.2523  8.0399  7.9658
N  14.4355  7.4907  8.8975
C  13.4156  6.5585  13.0690
C  13.1185  6.0530  14.3686
C  13.8371  6.5939  15.4280
C  14.9873  7.3121  15.1156
C  15.2534  7.7025  13.8303
N  14.4131  7.3855  12.8085
H  11.5127  6.1871  9.1931
H  12.7287  4.9710  9.7236
H  12.4600  5.5257  6.9146
H  13.9444  6.4349  5.2621
H  15.6597  8.1009  5.8481
H  15.9440  8.7449  8.3290
H  12.3867  5.2689  14.5568
H  13.5114  6.5340  16.4738
H  15.6897  7.5964  15.9499
H  16.1437  8.2980  13.5930
C  19.0802  9.1683  11.2442
C  17.5930  8.9955  11.0368
S  16.9301  7.4366  10.6520
C  16.7151  10.0924  11.1773
C  17.3640  11.4770  11.3020
S  14.9802  9.8875  11.0268
H  19.6246  8.2092  11.3717
H  19.3827  9.8614  11.9932
H  19.4392  9.6474  10.3152
H  16.5823  12.2689  11.5811
H  17.8544  11.7832  10.3908
H  18.1689  11.3777  12.0384
C  6.8038  14.0321  10.2905
Si  7.7630  12.5016  9.7182
C  9.4374  12.7704  8.7908
C  6.7356  11.3318  8.5995
Sb  8.4847  11.4914  12.0239
Si  6.0630  10.9498  13.1609
C  6.5472  9.8027  14.6040
C  5.1996  9.9807  11.7920
C  4.7769  12.3262  13.6898
Si  9.1700  13.4378  13.7226
C  10.3189  12.6264  15.0695
C  10.1487  14.6416  12.6308
C  7.5436  14.2417  14.2646
H  6.5937  14.6943  9.4035
H  7.4093  14.6637  10.9807
H  5.8806  13.6961  10.8295
H  9.7859  11.8474  8.2731
H  10.1264  12.9316  9.6443
H  9.4992  13.6501  8.1083
H  6.2741  10.4775  9.1498
H  7.4227  10.8165  7.8666
H  5.9220  11.8836  8.0361
H  6.4381  10.4111  15.5203
H  7.4874  9.3292  14.5562
H  5.7031  9.0692  14.5453
H  5.3650  8.8962  11.8464
H  5.5566  10.2215  10.7759
H  4.0757  10.0885  11.8956
H  5.0713  13.1840  13.1244
H  4.7449  12.5792  14.7688
H  3.7394  12.0008  13.4018
H  10.2404  11.5450  15.0926
H  9.9903  12.9933  16.0948
H  11.4085  12.8889  14.9611
H  10.9485  14.3188  11.9492
H  10.6793  15.3037  13.3602
H  9.6324  15.3028  12.0005
H  7.0197  13.5050  14.8562
H  6.9338  14.5892  13.4441
H  7.6547  15.1508  14.9402
Cl  10.2445  7.9853  11.4275
C  11.9263  8.0931  10.8724
H  12.4571  8.7660  11.5209
H  11.9600  8.3360  9.8023

Output
Highest occupied orbital energy (alpha / beta) (eV): -1.8 / -3.3
Spin multiplicity: 6
Total charge: -1
<S²>: 8.79
LUMO level (alpha / beta) (eV): 2.174 / 2.171
HOMO-LUMO gap (alpha / beta) (eV): 3.9424 / 5.4538


Record 2
This record from the Open Molecules 2025 dataset describes 5 unconnected molecules or ions with the total composition C26H45N4O14S. The level of theory is wB97M-V/def2-TZVPD.

Atoms and positions in Å:
C  2.9963  -1.5087  1.2888
C  1.8339  -0.6900  0.7135
C  2.2802  0.0913  -0.5530
C  1.3430  -0.1133  -1.7609
N  0.6440  1.0986  -2.2324
C  -0.6578  1.2242  -2.5376
C  -1.6962  0.1787  -2.4408
C  -2.6098  0.3552  -1.2304
C  -3.2487  -0.7659  -0.7147
C  -4.0859  -0.6377  0.3794
C  -4.3016  0.5953  0.9752
C  -3.6834  1.7336  0.4652
C  -3.8909  3.1001  1.0707
C  -2.8440  1.5885  -0.6365
N  -0.8700  2.4792  -2.9525
N  0.2634  3.1212  -2.9264
N  1.1705  2.2926  -2.4920
C  2.5466  2.7194  -2.3600
S  2.7242  3.8941  -0.9644
O  1.4669  4.5359  -0.7372
O  3.3383  3.1860  0.1181
H  3.2010  -2.3789  0.6632
H  3.9079  -0.9060  1.2802
H  2.8242  -1.7886  2.3257
H  1.5738  0.0483  1.4732
H  0.9697  -1.3231  0.5139
H  2.3960  1.1356  -0.2740
H  3.2611  -0.2890  -0.8432
H  1.8311  -0.5773  -2.6182
H  0.5428  -0.7788  -1.4511
H  -2.3038  0.2260  -3.3486
H  -1.2503  -0.8138  -2.4363
H  -3.0975  -1.7510  -1.1416
H  -4.5770  -1.5056  0.8008
H  -4.9384  0.6962  1.8451
H  -3.3040  3.8278  0.5070
H  -3.5420  3.1415  2.1014
H  -4.9323  3.4083  0.9921
H  -2.3722  2.4828  -1.0265
H  3.2417  1.8974  -2.2229
H  2.8088  3.2435  -3.2808
H  3.6277  4.7882  -1.4411
C  -3.0773  9.8572  -0.1240
O  -3.1324  8.5373  -0.6776
C  -2.0255  7.8229  -0.5035
O  -1.0255  8.1855  0.0585
O  -2.2093  6.6234  -1.0629
C  -1.0843  5.7511  -0.9395
H  -4.0375  10.3153  -0.3399
H  -2.9251  9.8145  0.9525
H  -2.2822  10.4349  -0.5907
H  -0.8668  5.5555  0.1086
H  -0.2129  6.1729  -1.4280
H  -1.3668  4.8255  -1.4339
C  0.6534  -2.7509  -7.2206
O  0.7809  -1.3690  -7.5844
C  0.9518  -0.5372  -6.5757
O  1.0056  -0.8287  -5.4015
O  1.0532  0.7065  -7.0570
C  1.2525  1.6676  -6.0337
H  0.5212  -3.2949  -8.1498
H  1.5538  -3.0971  -6.7178
H  -0.2157  -2.8981  -6.5829
H  2.1818  1.4690  -5.4960
H  0.4084  1.6627  -5.3431
H  1.3166  2.6420  -6.5098
C  3.1144  -6.2700  4.8984
O  3.2803  -4.8545  4.7506
C  3.3208  -4.1856  5.9051
O  3.2374  -4.6633  7.0030
O  3.4610  -2.8886  5.6224
C  3.5218  -2.0394  6.7736
H  3.0961  -6.6909  3.8974
H  3.9430  -6.7020  5.4554
H  2.1725  -6.4965  5.3945
H  4.3791  -2.2942  7.3928
H  2.6053  -2.1152  7.3553
H  3.6326  -1.0266  6.3971
C  -0.2171  -4.7499  3.8849
O  -0.3626  -6.1317  3.5564
C  -1.6289  -6.5268  3.4018
O  -2.6000  -5.8242  3.5037
O  -1.6258  -7.8252  3.1137
C  -2.9270  -8.3914  2.9247
H  0.8494  -4.5630  3.9810
H  -0.6247  -4.1186  3.0964
H  -0.7054  -4.5242  4.8314
H  -3.4368  -7.9104  2.0923
H  -3.5212  -8.2961  3.8311
H  -2.7695  -9.4417  2.6996

Output
Highest occupied orbital energy (eV): -11.7
Total charge: +1
LUMO level (eV): -4.038
HOMO-LUMO gap (eV): 7.6450


Record 3
This record from the Open Molecules 2025 dataset describes 2 unconnected molecules or ions with the total composition C26H45N4O5. The level of theory is wB97M-V/def2-TZVPD.

Atoms and positions in Å:
C  1.6906  2.8903  0.2724
C  1.7880  1.7028  0.4158
C  1.8273  0.2494  0.6736
C  1.5878  -0.6269  -0.6114
C  2.9042  -0.3460  -1.3820
C  3.2840  -1.1205  -2.6683
N  2.6501  -2.4345  -2.9238
C  1.5277  -2.0767  -0.0804
C  2.8247  -2.8908  0.1090
C  3.5131  -2.7296  1.4958
C  5.0213  -3.1029  1.4080
C  5.9426  -1.8859  1.7480
C  6.6395  -1.3497  0.4786
O  0.9017  -2.2269  1.2929
C  0.1546  -3.2775  1.3712
N  -0.2082  -4.3389  1.6685
N  0.5627  -2.7832  -0.9182
C  -0.1284  -1.8227  -1.7036
O  -0.8657  -2.2527  -2.5484
C  0.2100  -0.3794  -1.3356
C  -0.8550  -0.0820  -0.1929
C  -2.3160  -0.3443  -0.5600
O  -3.0634  0.8659  -0.8684
C  -3.2549  1.6718  0.2051
C  -3.9477  1.2157  1.4850
O  -2.9128  2.8159  0.1328
C  -0.0062  0.8047  -2.2863
C  0.6023  0.9300  -3.7066
C  1.8628  1.8644  -3.7261
C  0.7462  -0.3332  -4.5798
H  1.9213  3.9235  0.1956
H  1.1081  0.0638  1.4715
H  2.8074  0.0465  1.1075
H  3.7080  -0.5413  -0.6648
H  3.0336  0.7128  -1.6142
H  4.3691  -1.3024  -2.6147
H  3.1832  -0.5236  -3.5723
H  2.4768  -2.4881  -3.9211
H  3.3133  -3.1832  -2.7613
H  3.5892  -2.7475  -0.6526
H  2.5312  -3.9460  0.0509
H  3.3681  -1.7536  1.9531
H  3.0683  -3.4882  2.1437
H  5.2660  -3.8747  2.1399
H  5.2966  -3.4623  0.4125
H  5.3433  -1.0635  2.1541
H  6.6635  -2.1647  2.5196
H  7.2620  -2.1358  0.0441
H  5.8648  -1.0207  -0.2190
H  7.3018  -0.5221  0.7447
H  0.9725  -3.5150  -1.4781
H  -0.6473  -0.6183  0.7334
H  -0.7085  0.9786  0.0446
H  -2.8094  -0.8090  0.3007
H  -2.4987  -1.0109  -1.4016
H  -4.9936  1.5240  1.4534
H  -3.4979  1.7968  2.2902
H  -3.8320  0.1596  1.7238
H  -1.0846  0.9516  -2.4093
H  0.2986  1.7014  -1.7398
H  -0.1100  1.5424  -4.2690
H  1.6578  2.7746  -4.2993
H  2.1075  2.2278  -2.7254
H  2.7211  1.4030  -4.2197
H  -0.0172  -0.3692  -5.3605
H  1.6962  -0.2682  -5.1266
H  0.7305  -1.2947  -4.0723
C  -7.5768  2.7768  5.6400
C  -7.1113  3.0329  4.2462
O  -6.1407  2.5901  3.7353
N  -7.9154  3.9837  3.3910
C  -8.0180  3.5913  1.9441
H  -6.7348  2.4275  6.2301
H  -7.9616  3.6951  6.0898
H  -8.3613  2.0169  5.6307
H  -8.8203  4.1875  3.8194
H  -7.3607  4.8478  3.4107
H  -8.5394  4.3929  1.4271
H  -8.5844  2.6674  1.8728
H  -7.0189  3.4803  1.5364

Output
Highest occupied orbital energy (eV): -11.0
Total charge: +1
LUMO level (eV): -3.993
HOMO-LUMO gap (eV): 7.0144


no.,energy (eV)
1,-132962.44578
2,-73143.52950
3,-43878.66960